1.
One molecule with the formula C5H7NO, computed with ωB97M-V with the def2-TZVPD basis set.

Summary:
Strongest force on any atom: 0.6 eV Å⁻¹
Multiplicity: 1
Charge: 0
Structure (SMILES): Cn1cccc1O
E_HOMO: -7.648 eV
Calculated total energy: -8835.369 eV
Energy relative to the best compared isomer or geometry (same formula, charge and spin): 19.2 kcal/mol

Each line ends with the Mulliken charge.
Element x y z (Å)
C 0.720 -1.533 -0.908  -0.7906
N 0.150 -0.244 -0.504  0.1257
C 0.058 1.040 -1.072  -0.5108
C -0.402 1.896 -0.106  -0.5188
C -0.604 1.156 1.091  -0.5577
C -0.253 -0.128 0.791  0.4754
O -0.229 -1.247 1.561  -0.4929
H 0.032 -2.329 -0.603  0.2802
H 1.662 -1.723 -0.378  0.2810
H 0.894 -1.615 -1.981  0.3195
H 0.155 1.263 -2.127  0.3448
H -0.606 2.954 -0.222  0.3820
H -0.980 1.501 2.043  0.3378
H -0.597 -0.990 2.414  0.3244

2.
C19H11CoF6N5O4PS as an isolated structure in a non-equilibrium geometry, computed with ωB97M-V with the def2-TZVPD basis set.

Summary:
Strongest force on any atom: 1.6 eV Å⁻¹
Multiplicity: 6
Charge: +3
Expectation value of S²: 8.790
E_HOMO (spin up / spin down): -18.749 / -18.854 eV
Calculated total energy: -109555.942 eV
Energy relative to the best compared isomer or geometry (same formula, charge and spin): 0.0 kcal/mol

Each line ends with the Mulliken charge.
Element x y z (Å)
Co 0.521 0.173 0.382  1.1848
O 4.585 0.427 0.213  -0.3551
C 3.332 0.637 0.301  0.1799
O 2.429 0.035 -0.316  -0.4657
C 2.933 1.712 1.240  0.7855
C 3.735 2.675 1.841  -0.6657
C 3.079 3.668 2.586  -0.7000
C 1.665 3.622 2.736  -0.8570
C 0.967 2.624 2.036  1.5390
N 1.616 1.773 1.281  0.0207
C -0.507 2.359 1.905  0.0876
O -1.418 3.044 2.545  -0.4293
O -0.842 1.479 1.138  -0.4468
H 4.780 -0.366 -0.315  0.4429
H 4.795 2.665 1.684  0.6204
H 3.674 4.435 3.038  0.5039
H 1.210 4.418 3.356  0.2896
H -1.029 3.769 3.060  0.3099
S -4.701 -2.517 -4.451  0.4518
N -3.277 -1.683 -4.754  -0.5697
C -2.784 -1.425 -3.574  0.9221
C -1.516 -0.774 -3.333  0.2999
C -0.712 -0.196 -4.362  -0.7071
C 0.429 0.465 -3.983  -0.8712
C 0.788 0.561 -2.652  -0.1516
N 0.026 0.047 -1.665  -0.4087
C -1.109 -0.595 -2.022  0.2628
C -1.899 -1.143 -0.871  0.2509
N -1.427 -0.887 0.325  0.5673
C -2.180 -1.240 1.408  -0.2721
C -3.375 -1.959 1.291  -1.0111
C -3.866 -2.250 0.043  -0.6243
C -3.132 -1.837 -1.079  -0.0249
C -3.594 -1.987 -2.415  0.9227
N -4.711 -2.603 -2.857  -0.5119
H -0.970 -0.232 -5.437  0.5210
H 1.075 0.848 -4.761  0.4645
H 1.664 1.096 -2.370  0.6132
H -1.788 -0.950 2.350  0.6248
H -3.908 -2.145 2.221  0.4622
H -4.809 -2.811 -0.112  0.5489
F 0.629 -0.475 2.147  -0.6482
P 1.542 -2.322 2.096  1.4001
F 2.211 -3.691 1.889  -0.2422
F 0.070 -2.835 2.328  -0.3267
F 1.170 -2.089 0.523  -0.3528
F 1.767 -2.081 3.600  -0.2920
F 2.860 -1.439 1.764  -0.3420

3.
A 2-piece molecular cluster, C3H8N2 overall in a non-equilibrium geometry, computed with ωB97M-V with the def2-TZVPD basis set.

Summary:
Strongest force on any atom: 1.2 eV Å⁻¹
Multiplicity: 1
Charge: 0
Structure (SMILES): C=NC.C=N
E_HOMO: -9.824 eV
Calculated total energy: -6218.841 eV
Energy relative to the best compared isomer or geometry (same formula, charge and spin): 69.3 kcal/mol

Each line ends with the Mulliken charge.
Element x y z (Å)
C 2.218 -1.499 -2.162  -0.2327
N 2.369 -0.347 -2.655  -0.3914
C 2.245 0.768 -1.718  -0.7085
H 2.205 -2.368 -2.815  0.2539
H 2.219 -1.715 -1.090  0.2455
H 1.847 1.606 -2.276  0.2739
H 1.505 0.570 -0.928  0.2853
H 3.208 1.029 -1.275  0.2742
C -3.633 0.451 2.614  -0.2269
N -4.027 0.189 3.789  -0.4593
H -4.308 0.279 1.778  0.2451
H -2.594 0.635 2.312  0.1915
H -3.255 0.401 4.427  0.2496

4.
C20H25IN5O3PSSeW as an isolated structure, computed with ωB97M-V with the def2-TZVPD basis set.

Summary:
Strongest force on any atom: 0.9 eV Å⁻¹
Multiplicity: 1
Charge: +4
E_HOMO: -18.912 eV
Calculated total energy: -130101.292 eV
Energy relative to the best compared isomer or geometry (same formula, charge and spin): 12.6 kcal/mol

Each line ends with the Mulliken charge.
Element x y z (Å)
W -0.515 0.620 -0.296  0.2868
N -1.886 4.082 1.687  0.0386
C -1.871 3.348 2.869  0.6687
C -2.200 3.739 4.159  -1.1664
C -2.021 2.797 5.146  -0.5982
C -1.518 1.524 4.842  -0.7056
C -1.199 1.141 3.553  -0.4023
C -1.400 2.072 2.536  0.4346
N -1.177 2.058 1.129  0.4052
C -1.457 3.307 0.710  0.5593
C -1.208 3.607 -0.673  -0.3052
C -1.434 4.690 -1.459  -0.2706
S -0.938 4.360 -3.060  0.0311
C -0.465 2.810 -2.619  -0.2482
N -0.637 2.533 -1.331  0.2724
H -2.143 5.058 1.606  0.2739
H -2.565 4.734 4.378  0.4673
H -2.255 3.045 6.172  0.4455
H -1.367 0.821 5.650  0.4596
H -0.794 0.164 3.359  0.3277
H -1.862 5.646 -1.196  0.4560
H -0.078 2.104 -3.336  0.3822
N 1.575 -3.060 2.048  -0.1374
C 0.168 -2.795 2.490  -0.9280
P -0.826 -2.189 1.054  0.8111
O -0.160 -2.593 -0.213  -0.6463
O -1.077 -0.672 1.219  -0.1281
C -2.483 -3.020 1.197  -1.1227
N -2.851 -3.704 -0.090  -0.1868
H 2.036 -2.178 1.769  0.0212
H 1.599 -3.682 1.232  0.3569
H 2.126 -3.485 2.802  0.4320
H 0.195 -2.072 3.305  0.3452
H -0.248 -3.728 2.870  0.5959
H -3.252 -2.284 1.431  0.4458
H -2.491 -3.781 1.977  0.5145
H -2.998 -3.030 -0.850  0.2324
H -3.721 -4.240 0.016  0.4240
H -2.118 -4.348 -0.407  0.3506
C 2.595 1.617 -2.118  -1.5077
C 1.880 0.322 -2.273  0.9169
O 0.684 0.210 -1.726  0.0033
C 2.383 -0.760 -3.005  0.8081
C 3.651 -0.651 -3.645  -0.3493
C 4.124 -1.681 -4.418  -0.9979
C 3.353 -2.836 -4.572  -0.3099
C 2.109 -2.973 -3.943  -0.8522
C 1.624 -1.956 -3.164  -0.0419
H 2.051 2.305 -1.476  0.2743
H 2.758 2.077 -3.097  0.4883
H 3.583 1.447 -1.683  0.5473
H 4.248 0.243 -3.535  0.4270
H 5.082 -1.599 -4.912  0.4671
H 3.725 -3.643 -5.193  0.4587
H 1.538 -3.879 -4.086  0.4535
H 0.666 -2.048 -2.670  0.3340
I 1.823 0.479 1.201  -0.2009
Se -2.359 -0.077 -1.362  -0.1110

5.
C27H15F12N3O10Re as an isolated structure in a non-equilibrium geometry, computed with ωB97M-V with the def2-TZVPD basis set.

Summary:
Strongest force on any atom: 3.3 eV Å⁻¹
Multiplicity: 1
Charge: +3
E_HOMO (spin up / spin down): -17.993 / -17.993 eV
Calculated total energy: -87886.425 eV

Each line ends with the Mulliken charge.
Element x y z (Å)
Re 1.336 2.055 -0.759  2.4890
C -1.627 -3.782 -3.451  -1.5210
C -0.831 -2.894 -2.582  0.5509
C -0.889 -2.976 -1.186  -1.5395
C -0.221 -2.065 -0.417  0.2135
C 0.600 -1.036 -1.004  0.0051
N 1.166 -0.147 -0.146  0.2400
C 1.604 -0.581 1.049  0.4665
C 2.088 -1.948 1.096  -0.1240
C 2.339 -2.580 2.275  -1.1106
C 2.138 -1.899 3.489  0.2618
C 2.337 -2.562 4.785  -1.6244
C 1.814 -0.504 3.449  -0.2871
C 1.611 0.170 2.287  -1.3240
C 1.496 1.668 2.291  0.8898
O 1.046 2.120 1.037  -0.4193
C 2.923 2.255 2.554  0.8493
F 2.917 3.563 2.401  -0.2240
F 3.733 1.713 1.621  -0.2218
F 3.379 1.924 3.742  -0.1836
C 0.435 2.244 3.301  0.5464
F -0.685 1.534 3.186  -0.1236
F 0.183 3.503 2.996  -0.2205
F 0.882 2.164 4.542  -0.1924
C 0.691 -0.985 -2.443  -1.3479
C 0.003 -1.897 -3.177  -0.3309
C 1.588 0.052 -3.055  1.5128
O 1.301 1.269 -2.406  -0.8192
C 1.312 0.348 -4.572  0.4892
F 0.005 0.532 -4.740  -0.1976
F 1.946 1.445 -4.931  -0.2069
F 1.720 -0.675 -5.307  -0.2134
C 3.094 -0.345 -2.871  0.6059
F 3.401 -0.248 -1.552  -0.1616
F 3.262 -1.602 -3.234  -0.2511
F 3.904 0.448 -3.529  -0.2307
H -2.266 -4.462 -2.897  0.4222
H -0.953 -4.365 -4.091  0.4015
H -2.223 -3.191 -4.154  0.3954
H -1.505 -3.732 -0.716  0.4852
H -0.367 -2.050 0.654  0.7854
H 2.273 -2.445 0.152  0.6731
H 2.701 -3.600 2.284  0.5722
H 2.275 -3.646 4.721  0.4526
H 1.669 -2.167 5.552  0.4559
H 3.353 -2.320 5.140  0.3758
H 1.755 0.016 4.396  0.7739
H 0.087 -1.913 -4.256  0.7838
O -1.825 3.988 -2.117  -0.3619
C -1.710 3.101 -1.371  0.0696
O -0.354 2.658 -1.021  -0.0330
C -2.727 2.307 -0.670  0.3938
C -2.362 1.332 0.249  1.0998
C -3.345 0.632 0.908  -0.2160
C -4.692 0.867 0.698  -0.5988
C -5.017 1.840 -0.235  -0.3964
C -4.075 2.572 -0.927  -0.7986
N -6.452 2.096 -0.504  1.0270
O -6.701 3.011 -1.246  -0.5617
O -7.237 1.366 0.043  -0.5672
N -2.919 -0.405 1.861  0.9433
O -1.738 -0.749 1.804  -0.5789
O -3.727 -0.851 2.619  -0.5375
H -1.332 1.123 0.488  -0.1503
H -5.462 0.323 1.229  0.6815
H -4.384 3.331 -1.635  0.6625
O 3.056 2.348 -0.794  0.4830
O 4.203 2.705 -0.903  -0.3826

6.
A 2-piece molecular cluster, CH4N2O2 overall in a non-equilibrium geometry, computed with ωB97M-V with the def2-TZVPD basis set.

Summary:
Strongest force on any atom: 3.0 eV Å⁻¹
Multiplicity: 1
Charge: -2
E_HOMO (spin up / spin down): 3.510 / 3.696 eV
Calculated total energy: -8167.513 eV
Energy relative to the best compared isomer or geometry (same formula, charge and spin): 48.5 kcal/mol

Each line ends with the Mulliken charge.
Element x y z (Å)
C -0.344 -0.050 0.991  -0.9175
N 1.048 0.118 -1.430  -0.3652
N -0.176 0.901 -0.039  -0.4447
O 1.632 -1.019 -0.887  -0.6938
O -1.326 1.432 -0.558  -0.7343
H -1.305 -0.584 0.836  0.4668
H 0.531 -0.884 1.041  0.1936
H -0.328 0.359 1.978  0.2650
H 0.267 -0.274 -1.933  0.2302

- Which of these has the lowest calculated total energy?
  C20H25IN5O3PSSeW